(1)
The following is a DFT calculation (ωB97M-V with the def2-TZVPD basis set) of a structure of composition C49H60N3O5S2SeSm.

```
! wB97M-V def2-TZVPD RIJCOSX def2/J DEFGRID3
* xyz -2 6
Sm -9.3314 -20.1378 0.9975
C -8.5091 -23.8018 0.9787
O -8.8106 -22.7028 1.7634
C -8.9009 -23.0435 3.1169
C -7.7321 -22.9533 3.8714
C -6.4247 -22.5263 3.2478
C -6.0351 -21.1908 3.8278
C -4.9780 -21.1222 4.7859
C -4.6414 -19.9595 5.4020
C -5.3657 -18.8236 5.0088
C -6.3987 -18.8535 4.0818
C -7.2513 -17.5761 3.8803
C -8.6072 -17.7863 4.5037
C -8.7295 -17.8672 5.8686
C -9.9133 -18.2704 6.5103
C -11.0292 -18.5239 5.7237
C -10.9972 -18.2637 4.3556
C -12.2542 -18.5218 3.5467
C -12.7589 -19.9400 3.7101
C -13.9044 -20.2818 4.4182
C -14.2925 -21.6302 4.6097
C -13.4995 -22.6305 4.0524
C -12.3564 -22.3089 3.3633
C -11.4153 -23.3763 2.8956
C -10.1351 -23.3465 3.7140
C -10.1473 -23.7005 5.0482
C -8.9911 -23.7339 5.7974
C -7.7665 -23.3296 5.2081
C -8.8615 -24.3392 7.1889
C -8.2513 -23.3352 8.1484
C -10.2696 -24.7325 7.7339
C -7.9905 -25.5772 7.1285
C -11.9150 -20.9828 3.1770
O -10.8434 -20.7157 2.4802
C -15.5099 -21.9527 5.4644
C -16.7609 -21.2392 4.9478
C -15.8226 -23.4173 5.3145
C -15.1464 -21.6129 6.9106
C -9.8072 -17.9360 3.7373
O -9.7524 -17.7855 2.3646
C -9.5288 -16.4588 1.9132
C -9.9136 -18.3984 8.0281
C -11.3354 -18.4655 8.5520
C -9.2091 -17.2303 8.7212
C -9.2165 -19.7503 8.2920
C -6.8121 -20.0430 3.4766
O -7.8073 -20.0982 2.6595
C -3.6884 -19.9642 6.5739
C -4.5116 -20.5344 7.7398
C -3.1720 -18.5529 6.9468
C -2.4572 -20.8676 6.3354
H -7.4937 -24.1089 1.1783
H -8.4999 -23.4733 -0.0540
H -9.2398 -24.5986 1.0957
H -6.4714 -22.4755 2.1692
H -5.6217 -23.2289 3.5203
H -4.5410 -22.0647 5.0048
H -5.1192 -17.8761 5.4809
H -7.3877 -17.3916 2.8188
H -6.7444 -16.7233 4.2994
H -7.8488 -17.6664 6.5287
H -11.9258 -18.9675 6.1223
H -12.0502 -18.3430 2.4569
H -13.0350 -17.8591 3.9600
H -14.4100 -19.4449 4.9419
H -13.8740 -23.6504 4.0089
H -11.1516 -23.2575 1.8382
H -11.9480 -24.3314 3.0265
H -11.0936 -23.8920 5.5144
H -6.8438 -23.3946 5.7894
H -8.9002 -22.4811 8.3426
H -7.2934 -22.9261 7.7965
H -8.0102 -23.8274 9.0972
H -10.9189 -23.8718 7.8153
H -10.1425 -25.1574 8.7130
H -10.7058 -25.5417 7.1962
H -7.0188 -25.2844 6.8139
H -8.3368 -26.2569 6.3761
H -7.9862 -26.0333 8.1000
H -16.9797 -21.5625 3.9179
H -16.7170 -20.1538 4.9798
H -17.5792 -21.6032 5.5175
H -15.9504 -23.6746 4.2634
H -16.7922 -23.5908 5.7949
H -15.0552 -24.0370 5.7574
H -15.0395 -20.5307 7.0509
H -14.2189 -22.0762 7.2077
H -15.9490 -21.9683 7.5777
H -8.9956 -15.8765 2.6600
H -10.4423 -15.9499 1.6281
H -8.8012 -16.5571 1.0722
H -11.8832 -17.5712 8.2005
H -11.3443 -18.5373 9.6454
H -11.9080 -19.3536 8.2575
H -9.6197 -16.2887 8.2846
H -8.1091 -17.1131 8.5706
H -9.3382 -17.1886 9.8237
H -9.7982 -20.5369 7.9757
H -9.0037 -19.8533 9.3714
H -8.2778 -19.8223 7.6944
H -5.4297 -19.8911 7.9353
H -3.9714 -20.7271 8.6564
H -4.9150 -21.5211 7.4754
H -3.9601 -17.8758 7.1601
H -2.4941 -18.2263 6.1239
H -2.5624 -18.7144 7.8771
H -2.9043 -21.8443 6.1511
H -1.8077 -20.9532 7.2185
H -1.9453 -20.5963 5.4690
O -11.3724 -18.7967 0.0556
H -12.0775 -19.3104 -0.3950
H -11.2928 -18.0203 -0.5566
S -10.6773 -22.1630 -0.6792
C -12.2434 -21.6350 -0.7551
N -13.3205 -21.1816 -0.8711
Se -8.2131 -18.0709 -1.2240
C -9.8206 -17.3089 -1.6758
N -10.9053 -16.9073 -1.8543
S -6.5946 -20.8922 -0.1905
C -6.6829 -21.4401 -1.8053
N -6.6617 -21.7364 -2.9372
*
```

Summary:
- E_tot (a.u.) = -6299.712959
- HOMO energy (spin up / spin down) (Ha) = -0.10407 / -0.10484
- relative energy (zero: lowest compared OMol25 entry of this formula, charge and spin) (kcal/mol) = 22.00
- orbital gap (spin up / spin down) (eV) = 6.43 / 6.45

(2)
The following is a DFT calculation (ωB97M-V with the def2-TZVPD basis set) of a structure of composition C49H62AsIrN5S6Sb2Si3.

```
! wB97M-V def2-TZVPD RIJCOSX def2/J DEFGRID3
* xyz 0 2
Ir 0.6341 0.4870 -0.4814
C 3.6559 -3.3901 1.1999
Sb 2.8213 -2.0639 -0.3011
C 1.5467 -0.8326 0.9829
C 2.6110 0.0388 1.6033
C 2.4194 0.9049 2.6919
C 3.4599 1.6925 3.1387
C 4.7017 1.6032 2.5230
C 4.8458 0.6773 1.5093
N 3.8413 -0.0849 1.0819
Si 0.6213 -1.7235 2.4096
C -0.0621 -3.4562 2.2103
C -0.7909 -0.6751 3.0974
C 1.8525 -1.9947 3.8313
C 4.4191 -0.2463 -3.1344
C 4.3663 0.8865 -2.1879
C 5.5793 1.5523 -1.9412
C 5.6126 2.7082 -1.1903
C 4.4244 3.1991 -0.6743
C 3.2685 2.4902 -0.9347
N 3.2101 1.3597 -1.6529
Si 3.9890 0.0692 -4.9369
C 3.8220 -1.5418 -5.8715
C 2.4978 1.1021 -5.3714
C 5.4399 1.0828 -5.5972
Si 5.6188 -1.6830 -2.8354
C 6.2811 -1.7389 -1.0768
C 4.9050 -3.3494 -3.3251
C 7.1670 -1.4657 -3.8924
H 2.8817 -4.0298 1.6181
H 4.1028 -2.7922 1.9937
H 4.4268 -4.0123 0.7448
H 1.4600 0.9403 3.1836
H 3.3086 2.3655 3.9737
H 5.5397 2.2084 2.8400
H 5.8040 0.5192 1.0282
H -0.9448 -3.5163 1.5815
H -0.3390 -3.7575 3.2274
H 0.6656 -4.1727 1.8342
H -1.3121 -0.1426 2.3014
H -0.4340 0.0516 3.8329
H -1.5106 -1.3266 3.6039
H 2.2888 -2.9928 3.7596
H 1.2977 -1.9526 4.7737
H 2.6716 -1.2806 3.9021
H 6.4861 1.1618 -2.3855
H 6.5507 3.2210 -1.0173
H 4.3846 4.1013 -0.0800
H 2.3232 2.8501 -0.5429
H 3.0623 -2.1827 -5.4182
H 4.7536 -2.1045 -5.9351
H 3.4993 -1.3196 -6.8920
H 1.5600 0.5631 -5.2377
H 2.6098 1.3626 -6.4279
H 2.4587 2.0357 -4.8123
H 6.4106 0.6403 -5.3796
H 5.4277 2.0870 -5.1644
H 5.3529 1.1903 -6.6819
H 5.5125 -1.7122 -0.3088
H 6.9781 -0.9187 -0.8870
H 6.8392 -2.6719 -0.9568
H 3.8421 -3.4613 -3.1128
H 5.4425 -4.1303 -2.7794
H 5.0460 -3.5416 -4.3893
H 7.7706 -0.6121 -3.5742
H 6.9486 -1.3477 -4.9539
H 7.7836 -2.3627 -3.7841
S -1.0058 -3.6195 -3.7606
As -0.2186 -2.6754 -2.1037
S 0.7665 -0.7704 -2.4626
S -1.7547 -2.1365 -0.5258
S 1.1960 -3.8816 -0.9627
C -1.8608 3.0096 3.2512
N -2.1331 3.1437 1.8281
C -3.3183 3.6024 1.2956
C -3.2191 3.5035 -0.0365
N -1.9585 2.9818 -0.3260
C -1.2981 2.7512 0.8480
S 0.2759 2.1840 1.1920
C -1.4970 2.7520 -1.6534
C -2.3513 2.9895 -2.7186
C -1.8500 2.8562 -4.0009
C -0.5229 2.5174 -4.1795
C 0.2312 2.2529 -3.0527
N -0.2424 2.3447 -1.8093
H -2.6117 3.5810 3.7911
H -0.8707 3.3967 3.4763
H -1.9109 1.9590 3.5359
H -4.1358 3.9357 1.9102
H -3.9282 3.7767 -0.7907
H -3.3852 3.2504 -2.5676
H -2.5000 3.0177 -4.8505
H -0.0896 2.4077 -5.1613
H 1.2554 1.9220 -3.1149
S -1.5603 -0.0998 -0.4052
Sb -4.4491 0.1635 2.1476
C -5.4483 -1.0958 0.7403
C -5.0704 -1.0222 -0.5974
C -5.7114 -1.7944 -1.5581
C -6.7369 -2.6485 -1.1846
C -7.1223 -2.7272 0.1480
C -6.4817 -1.9554 1.1061
C -6.1177 1.5361 2.2831
C -6.5020 2.1113 1.0701
C -7.4829 3.0902 1.0167
C -8.0970 3.5228 2.1858
C -7.7314 2.9572 3.3969
C -6.7497 1.9721 3.4434
C -4.6781 -1.0930 3.8652
C -4.3857 -2.4465 3.6859
C -4.3286 -3.3125 4.7682
C -4.5560 -2.8366 6.0522
C -4.8272 -1.4909 6.2468
C -4.8761 -0.6246 5.1616
H -4.2481 -0.3820 -0.9010
H -5.3878 -1.7464 -2.5900
H -7.2291 -3.2617 -1.9286
H -7.9228 -3.3942 0.4429
H -6.7933 -2.0258 2.1417
H -6.0456 1.7719 0.1441
H -7.7787 3.5089 0.0624
H -8.8627 4.2869 2.1491
H -8.2162 3.2749 4.3117
H -6.5037 1.5337 4.4019
H -4.2037 -2.8368 2.6899
H -4.1034 -4.3591 4.6071
H -4.5125 -3.5105 6.8980
H -4.9934 -1.1098 7.2467
H -5.0574 0.4270 5.3479
*
```

Summary:
- E_tot (a.u.) = -8256.495687
- HOMO energy (spin up / spin down) (Ha) = -0.25404 / -0.25406
- relative energy (zero: lowest compared OMol25 entry of this formula, charge and spin) (kcal/mol) = 0.00
- orbital gap (spin up / spin down) (eV) = 6.31 / 6.28